No. 1
{
  "formula": "C3H4AuO2",
  "method": "ωB97M-V/def2-TZVPD",
  "relative_energy_ev": 0.000,
  "charge": 3,
  "lumo_energy_ev": [-17.10, -19.55],
  "spin_multiplicity": 3,
  "homo_ev": [-25.84, -28.03],
  "orbital_gap_ev": [8.744, 8.477],
  "species": ["C", "C", "H", "H", "C", "O", "Au", "H", "O", "H"],
  "positions_angstrom": [[-1.972, 0.022, 0.430], [-0.904, 0.425, -0.472], [-1.104, 0.731, -1.505], [-0.020, -0.204, -0.252], [-0.693, 1.626, 0.642], [-0.549, 2.784, 0.247], [0.094, 4.201, 0.689], [-0.282, 1.339, 1.625], [-3.099, 0.636, 0.203], [-3.847, 0.048, 0.376]],
  "mulliken_charge": [0.31, -0.18, 0.38, 0.34, 0.26, -0.02, 1.08, 0.51, -0.15, 0.46]
}

No. 2
{
  "formula": "C3H4AuO3",
  "method": "ωB97M-V/def2-TZVPD",
  "relative_energy_ev": 3.992,
  "charge": 1,
  "lumo_energy_ev": [-6.63, -9.35],
  "spin_multiplicity": 3,
  "homo_ev": [-14.73, -14.89],
  "orbital_gap_ev": [8.104, 5.548],
  "species": ["O", "C", "O", "O", "C", "C", "H", "H", "H", "Au", "H"],
  "positions_angstrom": [[0.843, 1.349, -1.340], [1.567, 0.281, -1.124], [1.057, -0.668, -1.868], [2.074, 0.031, 0.022], [-0.465, -0.719, 0.946], [-1.069, 0.438, 1.217], [0.268, -1.467, 1.227], [-0.494, 1.308, 1.542], [-2.105, 0.682, 0.969], [-0.564, 0.175, -1.538], [-1.112, -1.408, -0.054]],
  "mulliken_charge": [-0.42, 1.13, -0.42, -0.13, -0.44, -0.64, 0.45, 0.31, 0.39, 0.60, 0.16]
}

No. 3
{
  "formula": "C3H4BClCrF8N2O15S4",
  "method": "ωB97M-V/def2-TZVPD",
  "relative_energy_ev": 0.291,
  "lumo_energy_ev": [-4.73, -7.01],
  "spin_multiplicity": 5,
  "homo_ev": [-11.48, -11.54],
  "orbital_gap_ev": [6.753, 4.531],
  "species": ["Cr", "Cl", "O", "O", "O", "O", "N", "S", "O", "O", "F", "S", "O", "O", "F", "N", "S", "O", "O", "F", "S", "O", "O", "F", "B", "F", "F", "F", "F", "C", "C", "O", "C", "O", "O", "H", "H", "H", "H"],
  "positions_angstrom": [[0.616, 0.335, 0.327], [1.712, -0.962, -2.813], [1.640, -0.470, -4.135], [1.187, -2.308, -2.820], [3.090, -1.022, -2.430], [1.045, -0.180, -1.854], [2.129, 1.498, 0.674], [2.826, 2.662, -0.085], [4.085, 2.341, -0.732], [2.679, 4.072, 0.245], [1.857, 2.630, -1.389], [3.091, 1.877, 2.063], [2.706, 2.990, 2.802], [4.479, 1.527, 2.005], [2.338, 0.710, 2.897], [0.705, -1.329, 1.267], [1.827, -2.427, 1.523], [1.909, -3.669, 0.764], [2.561, -2.247, 2.822], [2.835, -1.524, 0.643], [-0.145, -2.185, 2.514], [0.077, -1.899, 3.899], [-0.626, -3.536, 2.146], [-1.491, -1.199, 2.230], [-1.059, 2.401, 0.974], [-0.739, 3.518, 1.705], [-2.377, 2.176, 0.920], [-0.362, 2.169, -0.143], [-0.630, 1.379, 1.749], [-4.665, -0.340, -1.657], [-4.018, -1.381, -2.483], [-2.691, -1.380, -2.035], [-2.472, -0.464, -1.056], [-1.381, -0.283, -0.469], [-3.621, 0.257, -0.903], [-5.375, -0.777, -0.956], [-5.210, 0.388, -2.259], [-4.044, -0.985, -3.498], [-4.488, -2.364, -2.452]],
  "mulliken_charge": [1.89, 1.71, -0.44, -0.39, -0.37, -0.53, 0.59, 0.77, -0.58, -0.55, -0.32, 0.78, -0.48, -0.50, -0.24, 0.14, 0.77, -0.54, -0.50, -0.33, 0.81, -0.49, -0.49, -0.29, 0.24, -0.34, -0.32, -0.12, -0.21, -0.39, -0.28, -0.30, 0.53, -0.10, -0.24, 0.27, 0.30, 0.26, 0.31]
}

No. 4
{
  "formula": "C3H4BNO3",
  "method": "ωB97M-V/def2-TZVPD",
  "relative_energy_ev": 1.491,
  "lumo_energy_ev": -1.00,
  "homo_ev": -10.79,
  "orbital_gap_ev": 9.787,
  "species": ["B", "C", "C", "C", "N", "O", "O", "O", "H", "H", "H", "H"],
  "positions_angstrom": [[-0.058, 0.790, -0.017], [-0.269, -1.536, -0.190], [-0.855, -1.067, -1.500], [0.694, 2.017, 0.679], [-0.194, -2.761, 0.151], [-1.253, -1.257, -2.593], [0.191, -0.566, 0.529], [-0.923, 0.699, -1.005], [1.658, 1.652, 0.636], [0.366, 1.884, 1.779], [0.593, 3.005, 0.408], [0.049, -2.858, 1.123]],
  "mulliken_charge": [0.47, 0.43, 0.79, -0.85, -0.65, -0.34, -0.47, -0.55, 0.30, 0.24, 0.33, 0.31]
}

No. 5
{
  "formula": "C3H4BaO",
  "method": "ωB97M-V/def2-TZVPD",
  "relative_energy_ev": 0.000,
  "lumo_energy_ev": -0.87,
  "homo_ev": -6.55,
  "orbital_gap_ev": 5.681,
  "species": ["C", "C", "C", "H", "H", "H", "H", "O", "Ba"],
  "positions_angstrom": [[-0.253, -0.769, 0.486], [0.989, 0.085, 0.560], [0.827, -1.468, 0.479], [-1.323, -0.674, 0.633], [1.176, 0.595, 1.520], [1.237, 0.675, -0.339], [1.324, -2.425, 0.622], [-2.227, 0.936, -2.069], [-1.749, 3.045, -1.891]],
  "mulliken_charge": [-0.01, -0.56, -0.39, 0.27, 0.20, 0.18, 0.31, -1.16, 1.17]
}

No. 6
{
  "formula": "C3H4BrClO",
  "method": "ωB97M-V/def2-TZVPD",
  "relative_energy_ev": 0.950,
  "lumo_energy_ev": 0.54,
  "smiles": "O=C=CCBr.Cl",
  "homo_ev": -9.22,
  "orbital_gap_ev": 9.763,
  "species": ["O", "C", "C", "C", "Br", "H", "H", "H", "Cl", "H"],
  "positions_angstrom": [[-0.582, 0.037, 1.097], [-0.006, 0.003, 0.101], [0.709, -0.113, -1.006], [1.884, -0.926, -1.171], [1.513, -2.695, -1.916], [0.123, 0.163, -1.893], [2.360, -1.113, -0.175], [2.707, -0.486, -1.907], [0.188, 1.344, 4.817], [-0.609, 2.013, 5.634]],
  "mulliken_charge": [-0.31, 0.65, -0.54, -0.54, -0.14, 0.28, 0.31, 0.28, -0.25, 0.25]
}